Entry 1:
Here is a 2-piece molecular cluster, C2H8N2O overall at a distorted geometry from the Open Molecules 2025 dataset. Energies are from the ωB97M-V functional and the def2-TZVPD basis.

Output
E_LUMO = 0.0326 Ha
HOMO energy = -9.61 eV
SMILES = NC=O.CN
gap between HOMO and LUMO = 10.498 eV

```
! wB97M-V def2-TZVPD RIJCOSX def2/J DEFGRID3
* xyz 0 1
C -0.21910 -1.90929 -0.34843
N -0.18862 -1.15175 0.91279
H -1.17243 -2.40439 -0.49683
H 0.53409 -2.69423 -0.30747
H 0.03965 -1.24273 -1.16709
H -1.12004 -0.91333 1.22751
H 0.39551 -1.53638 1.64320
C 0.00869 2.08092 -0.81107
N 0.66859 1.85883 0.33250
O -0.63000 3.08413 -1.06204
H 0.10797 1.31167 -1.59168
H 0.89088 0.93011 0.65364
H 0.68479 2.58644 1.01497
*
```

Entry 2:
Here is a 3-piece molecular cluster, C3H7F3N3S overall at a distorted geometry from the Open Molecules 2025 dataset. Energies are from the ωB97M-V functional and the def2-TZVPD basis.

Output
E_LUMO = -0.1388 Ha
HOMO energy = -13.37 eV
gap between HOMO and LUMO = 9.591 eV

```
! wB97M-V def2-TZVPD RIJCOSX def2/J DEFGRID3
* xyz 1 1
C 0.96114 0.10835 0.89139
C -0.26007 0.65395 -0.89589
C -0.71758 -2.51061 -1.14311
N -0.43391 0.36174 0.45048
N 1.03420 0.80844 -1.18103
N 1.94885 0.32648 -0.24818
F -0.92758 -3.71494 -0.74119
F -0.65026 -2.55103 -2.44906
F -1.19276 0.99837 3.12261
S -1.51315 1.02826 -1.99658
H 1.20912 0.90221 1.72561
H 1.13057 -0.87211 1.29563
H -0.96198 -0.47085 0.51067
H 1.38564 1.22740 -2.01840
H 2.67963 0.97344 0.07472
H -1.33628 1.84427 3.45766
H -2.35558 0.88663 -0.85533
*
```

Entry 3:
Here is one molecule with the formula C5H6O from the Open Molecules 2025 dataset. Energies are from the ωB97M-V functional and the def2-TZVPD basis.

Output
E_LUMO (spin up / spin down) = -0.0279 / -0.0280 Ha
HOMO energy (spin up / spin down) = -8.32 / -8.32 eV
gap between HOMO and LUMO (spin up / spin down) = 7.564 / 7.562 eV

```
! wB97M-V def2-TZVPD RIJCOSX def2/J DEFGRID3
* xyz 0 1
C 1.92566 -0.27108 0.51718
C 1.06070 0.05810 -0.65669
C -0.32329 0.03486 -0.59052
C -1.44118 -0.37019 -0.08119
C -2.66418 0.15391 0.42279
O -2.96828 0.25678 1.60097
H 2.05226 0.59221 1.18144
H 1.45325 -1.06813 1.10251
H 2.92278 -0.57932 0.18736
H 1.53041 0.42251 -1.56924
H -0.09422 1.15578 -0.86613
H -3.38607 0.40408 -0.38793
*
```

Energy relative to the best compared isomer or geometry (same formula, charge and spin), record by record: 21.9 42.2 111.2 kcal per mole